1.
C5H10N2O | ωB97M-V/def2-TZVPD

maximum force: 2.3 eV/A
E_LUMO: 0.5 eV
E: -10373.904 eV
gap between HOMO and LUMO: 10.3 eV
SMILES: [H]/N=C(C)\C(CCO)=N\[H]
charge: 0

CARTESIAN COORDINATES (ANGSTROEM)
H -0.52 -1.75 -2.32
N -1.35 -1.12 -2.27
C -1.10 -0.27 -1.33
C -2.09 0.79 -0.96
C 0.23 -0.37 -0.59
C 0.66 0.72 0.37
C 1.00 0.13 1.73
O 2.23 -0.58 1.64
N 0.97 -1.41 -0.85
H 1.83 -1.35 -0.28
H -2.32 0.73 0.11
H -1.69 1.77 -1.20
H -3.02 0.64 -1.52
H -0.12 1.47 0.49
H 1.54 1.20 -0.07
H 0.22 -0.56 2.07
H 1.12 0.93 2.46
H 2.42 -0.95 2.52

Atom charges from the Mulliken analysis, given in e for atoms 1 to 8: atom 1 (H): 0.3323, atom 2 (N): -0.7275, atom 3 (C): 0.5160, atom 4 (C): -1.3455, atom 5 (C): 0.6919, atom 6 (C): -0.5981, atom 7 (C): -0.4396, atom 8 (O): -0.5322

2.
C5H10N2O | ωB97M-V/def2-TZVPD

multiplicity: 2
maximum force: 2.6 eV/A
E_LUMO (spin up / spin down): -4.0 / -8.2 eV
E: -10365.685 eV
gap between HOMO and LUMO (spin up / spin down): 9.6 / 5.4 eV
charge: +1

CARTESIAN COORDINATES (ANGSTROEM)
C 0.20 2.31 -0.87
O 1.47 2.85 -1.17
H 2.21 2.37 -0.79
H -0.36 3.13 -0.43
H -0.21 1.79 -1.75
H 0.35 1.48 -0.15
C 0.39 -1.31 -1.60
C -0.09 -1.17 -0.21
C -0.13 -1.00 1.90
C -1.39 -0.80 0.15
N 0.70 -1.27 0.90
N -1.41 -0.69 1.50
H 0.04 -1.01 2.97
H 1.46 -1.09 -1.50
H -0.16 -0.55 -2.15
H -2.22 -0.48 2.08
H -2.27 -0.67 -0.46
H 0.39 -2.31 -2.05

Atom charges from the Mulliken analysis, given in e for atoms 1 to 8: atom 1 (C): -0.1761, atom 2 (O): -0.5055, atom 3 (H): 0.3000, atom 4 (H): 0.3096, atom 5 (H): 0.1914, atom 6 (H): -0.0799, atom 7 (C): -0.8891, atom 8 (C): 0.6245

3.
C5H10N2O | ωB97M-V/def2-TZVPD

multiplicity: 2
maximum force: 5.0 eV/A
E_LUMO (spin up / spin down): -3.9 / -8.8 eV
E: -10362.628 eV
gap between HOMO and LUMO (spin up / spin down): 10.7 / 5.3 eV
charge: +1

CARTESIAN COORDINATES (ANGSTROEM)
O 1.65 0.65 -2.75
C 0.56 0.25 -2.43
C 0.18 -0.20 -1.04
C -0.89 0.73 -0.30
C -0.46 1.02 1.17
C 0.59 -0.48 2.73
N 0.68 0.25 1.63
N -0.18 -1.60 -1.05
H -0.28 0.33 -2.95
H 1.22 -0.12 -0.40
H -2.02 0.45 -0.33
H -0.94 1.74 -0.86
H -1.40 0.98 1.76
H -0.23 2.12 1.07
H -0.26 -0.73 3.30
H 1.48 -1.15 2.88
H -0.04 -2.11 -2.05
H 0.32 -2.15 -0.38

Atom charges from the Mulliken analysis, given in e for atoms 1 to 8: atom 1 (O): -0.3689, atom 2 (C): -0.3643, atom 3 (C): 0.2401, atom 4 (C): -0.7741, atom 5 (C): -0.3255, atom 6 (C): -0.3339, atom 7 (N): -0.3494, atom 8 (N): -0.3186

4.
C5H10N2O2 | ωB97M-V/def2-TZVPD

maximum force: 1.8 eV/A
E_LUMO (spin up / spin down): 0.5 / -0.5 eV
E: -12417.457 eV
gap between HOMO and LUMO (spin up / spin down): 8.6 / 6.7 eV
charge: 0

CARTESIAN COORDINATES (ANGSTROEM)
C -1.63 -0.16 -0.15
C -1.92 0.19 1.27
C -1.93 0.84 -1.21
N 0.81 0.27 -0.20
C 3.07 -0.07 -0.09
C 0.54 -0.93 0.07
O 3.85 0.97 -0.44
N 0.57 -2.03 0.59
O 3.50 -1.04 0.49
H 4.76 0.80 -0.12
H 0.89 0.54 -1.17
H -1.81 -1.20 -0.42
H 1.47 -2.34 0.94
H -1.56 0.53 -2.19
H -1.51 1.16 1.53
H -3.01 0.25 1.42
H -1.54 -0.56 1.96
H -1.51 1.82 -0.96
H -3.02 0.97 -1.30

Atom charges from the Mulliken analysis, given in e for atoms 1 to 8: atom 1 (C): 0.0364, atom 2 (C): -1.1728, atom 3 (C): -1.3236, atom 4 (N): -0.4839, atom 5 (C): 0.3964, atom 6 (C): 0.6540, atom 7 (O): -0.3965, atom 8 (N): -0.6138

5.
C5H10N2O2 | ωB97M-V/def2-TZVPD

maximum force: 2.3 eV/A
E_LUMO: 0.4 eV
E: -12421.990 eV
gap between HOMO and LUMO: 9.2 eV
SMILES: C=C(C)C(=O)O.[H]/N=C/N
charge: 0

CARTESIAN COORDINATES (ANGSTROEM)
C 0.80 1.04 -1.09
C 0.72 -0.25 -0.75
C 1.89 -1.06 -0.26
C -0.43 -0.98 -1.32
O -1.57 -0.57 -1.30
O -0.12 -2.18 -1.84
H 1.65 1.64 -0.83
H -0.05 1.57 -1.48
H 1.62 -1.59 0.64
H 2.19 -1.79 -1.01
H 2.74 -0.41 -0.05
H -0.93 -2.62 -2.14
H -0.04 1.09 3.45
N -0.68 1.53 2.79
C -1.05 0.81 1.83
N -1.95 1.18 0.91
H -0.63 -0.23 1.55
H -2.01 0.64 0.03
H -2.15 2.17 0.87

Atom charges from the Mulliken analysis, given in e for atoms 1 to 8: atom 1 (C): -0.9767, atom 2 (C): 0.6557, atom 3 (C): -1.2124, atom 4 (C): 0.7328, atom 5 (O): -0.6859, atom 6 (O): -0.4706, atom 7 (H): 0.2950, atom 8 (H): 0.2879

6.
C5H10N2O2 | ωB97M-V/def2-TZVPD

maximum force: 1.6 eV/A
E_LUMO: 0.9 eV
E: -12420.630 eV
gap between HOMO and LUMO: 10.5 eV
SMILES: NC(N)OC=O.C#CC
charge: 0

CARTESIAN COORDINATES (ANGSTROEM)
N -0.25 2.26 1.30
C -0.78 0.99 0.95
N -2.01 0.78 1.65
O -1.12 0.82 -0.46
C -0.14 0.89 -1.34
O 0.98 1.29 -1.16
H 0.60 2.46 0.79
H -0.93 2.99 1.13
H 0.02 0.21 1.13
H -1.88 0.93 2.64
H -2.38 -0.14 1.47
H -0.54 0.61 -2.33
C 1.05 -1.82 0.85
C 1.08 -1.92 -0.34
C 1.28 -2.09 -1.77
H 1.05 -1.91 1.90
H 1.68 -1.17 -2.19
H 1.97 -2.90 -1.97
H 0.32 -2.30 -2.25

Atom charges from the Mulliken analysis, given in e for atoms 1 to 8: atom 1 (N): -0.6769, atom 2 (C): 0.9384, atom 3 (N): -0.6131, atom 4 (O): -0.2824, atom 5 (C): 0.0302, atom 6 (O): -0.4974, atom 7 (H): 0.2564, atom 8 (H): 0.2599

7.
C5H10N2O2 | ωB97M-V/def2-TZVPD

maximum force: 3.7 eV/A
E_LUMO: 0.7 eV
E: -12418.517 eV
gap between HOMO and LUMO: 9.4 eV
SMILES: C#CN(C)O.CC(N)=O
charge: 0

CARTESIAN COORDINATES (ANGSTROEM)
C -1.45 1.94 -0.47
C -0.57 1.52 -1.16
N 0.54 1.03 -1.98
C 0.89 -0.38 -1.84
O 1.67 1.84 -1.85
H -2.22 2.31 0.17
H 1.40 -0.72 -2.75
H 1.55 -0.54 -0.99
H 0.00 -1.00 -1.72
H 1.53 2.34 -1.02
C -1.38 -1.22 1.18
C -0.30 -0.40 1.82
N 0.95 -0.95 1.77
O -0.49 0.69 2.35
H -1.41 -1.02 0.10
H -2.35 -0.94 1.61
H -1.22 -2.28 1.34
H 1.16 -1.80 1.27
H 1.71 -0.41 2.16

Atom charges from the Mulliken analysis, given in e for atoms 1 to 8: atom 1 (C): -0.1008, atom 2 (C): -0.3598, atom 3 (N): -0.0362, atom 4 (C): -0.6324, atom 5 (O): -0.4377, atom 6 (H): 0.4166, atom 7 (H): 0.3201, atom 8 (H): 0.1944

8.
C5H10N2O2 | ωB97M-V/def2-TZVPD

maximum force: 3.6 eV/A
E_LUMO (spin up / spin down): -0.3 / -0.3 eV
E: -12417.140 eV
gap between HOMO and LUMO (spin up / spin down): 6.5 / 6.5 eV
charge: 0

CARTESIAN COORDINATES (ANGSTROEM)
C 0.65 -1.58 -0.95
C 1.36 -0.32 -1.09
C -1.93 0.53 0.95
C -0.93 -1.36 -0.73
C 0.53 0.94 0.19
N 1.03 0.58 1.45
O -1.01 0.30 -0.13
N 0.70 2.16 -0.18
O -1.89 -1.69 -1.31
H 0.97 -0.39 1.74
H 1.97 0.88 1.66
H -0.13 2.66 -0.48
H 0.98 -2.23 -0.14
H 0.58 -2.18 -1.87
H 2.38 -0.30 -0.72
H 1.22 0.19 -2.04
H -1.65 -0.03 1.85
H -2.92 0.24 0.61
H -1.90 1.60 1.17

Atom charges from the Mulliken analysis, given in e for atoms 1 to 8: atom 1 (C): -0.3383, atom 2 (C): -1.0296, atom 3 (C): -0.7832, atom 4 (C): 0.5637, atom 5 (C): 0.4611, atom 6 (N): -0.4631, atom 7 (O): -0.2655, atom 8 (N): -0.7886

9.
C5H10N2O2 | ωB97M-V/def2-TZVPD

maximum force: 2.4 eV/A
E_LUMO: 0.9 eV
E: -12422.024 eV
gap between HOMO and LUMO: 10.7 eV
SMILES: C=N[C@](C)(O)CC(N)=O
charge: 0

CARTESIAN COORDINATES (ANGSTROEM)
C 2.49 0.63 0.27
N 1.47 1.39 0.40
C 0.05 0.88 0.12
C -0.14 0.83 -1.40
O -0.87 1.86 0.58
C -0.21 -0.37 0.94
C -0.67 -1.58 0.06
N -1.95 -1.99 0.26
O 0.08 -2.16 -0.71
H 3.51 1.03 0.40
H 2.39 -0.45 0.04
H -0.07 1.84 -1.83
H 0.62 0.21 -1.89
H -1.14 0.49 -1.68
H -0.34 2.68 0.60
H 0.64 -0.76 1.51
H -0.99 -0.19 1.69
H -2.27 -2.83 -0.22
H -2.60 -1.52 0.88

Atom charges from the Mulliken analysis, given in e for atoms 1 to 8: atom 1 (C): -0.3690, atom 2 (N): -0.6034, atom 3 (C): 1.4692, atom 4 (C): -1.5226, atom 5 (O): -0.5683, atom 6 (C): -1.1375, atom 7 (C): 0.6139, atom 8 (N): -0.3879

10.
C5H10N2O2 | ωB97M-V/def2-TZVPD

maximum force: 3.1 eV/A
E_LUMO: 0.9 eV
E: -12418.343 eV
gap between HOMO and LUMO: 9.1 eV
SMILES: C/C(=N\O)N1CCCO1
charge: 0

CARTESIAN COORDINATES (ANGSTROEM)
C 0.23 -1.50 -1.78
C 0.86 -0.78 -0.60
N 1.72 -1.29 0.18
O 1.96 -2.62 -0.23
N 0.32 0.45 -0.24
C -1.12 0.68 -0.24
C -1.30 1.73 0.89
C 0.04 1.73 1.64
O 0.80 0.64 1.09
H -0.27 -0.90 -2.51
H 1.00 -2.09 -2.25
H -0.51 -2.17 -1.30
H 2.47 -2.99 0.45
H -1.66 -0.25 -0.12
H -1.38 1.06 -1.24
H -1.68 2.63 0.46
H -2.03 1.35 1.64
H -0.09 1.60 2.69
H 0.62 2.70 1.46

Atom charges from the Mulliken analysis, given in e for atoms 1 to 8: atom 1 (C): -1.2307, atom 2 (C): 0.6596, atom 3 (N): -0.3106, atom 4 (O): -0.4474, atom 5 (N): -0.0651, atom 6 (C): -0.4147, atom 7 (C): -0.4312, atom 8 (C): -0.3666